# 1
An isolated ion of composition C5H9N2 and charge +1 in a non-equilibrium geometry, computed with ωB97M-V/def2-TZVPD.

Properties
Calculated total energy = -305.0636 Eh
Largest force on an atom = 3.10 eV/A
2S+1 = 1
Relative energy (zero: lowest compared OMol25 entry of this formula, charge and spin) = 104.4 kcal/mol
Total charge = +1
Frontier orbital gap = 7.64 eV
LUMO level = -4.279 eV

Last column: Mulliken charge in e.
CARTESIAN COORDINATES (ANGSTROEM)
C1 -1.33421 1.17824 -0.59794  -0.58
C2 0.34186 -1.22263 -0.10579  -0.78
C3 -0.16818 1.07780 0.43077  -0.17
C4 0.86459 0.17687 0.11118  0.61
C5 -1.46186 0.27479 0.70020  -0.68
N1 2.15943 0.41367 0.16016  -0.37
N2 -1.10119 -1.14755 0.23400  -0.05
H1 -1.81840 2.13587 -0.57913  0.28
H2 -1.20021 0.73595 -1.57327  0.26
H3 0.53325 -1.58548 -1.12141  0.34
H4 0.83839 -1.89890 0.59337  0.43
H5 0.07186 1.99452 0.94744  0.48
H6 2.83435 -0.32152 0.01137  0.24
H7 2.49557 1.34798 0.34600  0.25
H8 -1.70206 -1.38568 -0.56001  0.35
H9 -1.35319 -1.77393 1.00308  0.38

# 2
An isolated ion of composition C5H9N2 and charge +1 in a non-equilibrium geometry, computed with ωB97M-V/def2-TZVPD.

Properties
Calculated total energy = -305.0083 Eh
Largest force on an atom = 3.50 eV/A
2S+1 = 1
Relative energy (zero: lowest compared OMol25 entry of this formula, charge and spin) = 139.2 kcal/mol
Total charge = +1
Frontier orbital gap = 8.27 eV
LUMO level = -6.518 eV

Last column: Mulliken charge in e.
CARTESIAN COORDINATES (ANGSTROEM)
C1 2.01628 0.04019 -0.10368  0.06
C2 -1.56062 1.31772 -0.01182  -0.24
C3 1.74514 1.44002 -0.12003  -0.21
C4 -0.09788 -0.70885 0.44316  0.23
C5 -1.10372 -1.81825 -0.27003  -1.00
N1 1.30004 -0.94282 0.26878  -0.37
N2 -0.49691 0.63546 0.07150  -0.22
H1 3.09569 -0.17860 -0.28684  0.36
H2 -2.48690 0.90836 0.30095  0.32
H3 -1.53451 2.30405 -0.52695  0.25
H4 1.72211 2.11234 0.81036  0.29
H5 2.02043 2.06914 -0.91006  0.33
H6 -0.31887 -1.00906 1.51075  0.27
H7 -1.23692 -2.61527 0.50723  0.30
H8 -0.90041 -2.15618 -1.26470  0.34
H9 -2.16295 -1.39825 -0.41864  0.29

# 3
An isolated ion of composition C5H9N2 and charge +1 in a non-equilibrium geometry, computed with ωB97M-V/def2-TZVPD.

Properties
Calculated total energy = -305.0975 Eh
SMILES = CC#[N+][C@H]1CN1C
Largest force on an atom = 3.53 eV/A
2S+1 = 1
Relative energy (zero: lowest compared OMol25 entry of this formula, charge and spin) = 83.2 kcal/mol
Total charge = +1
Frontier orbital gap = 10.19 eV
LUMO level = -3.660 eV

Last column: Mulliken charge in e.
CARTESIAN COORDINATES (ANGSTROEM)
C1 3.33044 -0.29449 -0.26304  -0.98
C2 2.00522 -0.01311 0.09179  0.54
N1 0.91205 0.24479 0.35559  0.10
C3 -0.42824 0.41589 0.58780  0.01
C4 -1.27504 1.25547 -0.31898  -0.48
N2 -1.29361 -0.17163 -0.40704  -0.24
C5 -2.45000 -0.91108 0.02917  -0.81
H1 3.83452 0.61350 -0.60215  0.32
H2 3.32429 -1.03802 -1.06805  0.31
H3 3.88153 -0.70226 0.58797  0.33
H4 -0.66794 0.37329 1.64819  0.40
H5 -0.81278 1.77866 -1.14525  0.26
H6 -2.11201 1.77471 0.13978  0.29
H7 -3.20574 -0.83443 -0.74905  0.30
H8 -2.16863 -1.95484 0.14592  0.30
H9 -2.87406 -0.53646 0.96736  0.35

# 4
C5H9N2 as an isolated structure in a non-equilibrium geometry, computed with ωB97M-V/def2-TZVPD.

Properties
Calculated total energy = -305.0995 Eh
Largest force on an atom = 6.28 eV/A
2S+1 = 1
Relative energy (zero: lowest compared OMol25 entry of this formula, charge and spin) = 81.9 kcal/mol
Total charge = +1
Frontier orbital gap = 9.48 eV
LUMO level = -5.259 eV

Last column: Mulliken charge in e.
CARTESIAN COORDINATES (ANGSTROEM)
C1 -1.78957 -0.22356 -0.07263  -0.06
C2 -0.19300 0.01569 1.28366  0.41
C3 -0.92932 0.53329 -1.01549  -0.64
C4 0.46155 0.44926 -0.51139  -0.19
C5 1.29766 -0.73437 -1.11186  -1.04
N1 -1.43660 -0.37698 1.16684  -0.49
N2 0.49414 0.36657 2.32079  -0.31
H1 -2.66525 -0.62280 -0.39156  0.52
H2 -1.04409 0.12276 -1.95382  0.39
H3 -1.31731 1.56347 -1.10386  0.34
H4 0.92152 1.39667 -0.42300  0.50
H5 2.29302 -1.02420 -0.60105  0.32
H6 1.60352 -0.40431 -2.19063  0.33
H7 0.61563 -1.68697 -1.08986  0.27
H8 1.52816 0.59933 2.38147  0.31
H9 0.15994 0.02614 3.31240  0.34

# 5
An isolated ion of composition C5H9N2 and charge +1 in a non-equilibrium geometry, computed with ωB97M-V/def2-TZVPD.

Properties
Calculated total energy = -305.2027 Eh
SMILES = CCc1c[nH]c[nH+]1
Largest force on an atom = 1.92 eV/A
2S+1 = 1
Relative energy (zero: lowest compared OMol25 entry of this formula, charge and spin) = 17.1 kcal/mol
Total charge = +1
Frontier orbital gap = 11.12 eV
LUMO level = -3.282 eV

Last column: Mulliken charge in e.
CARTESIAN COORDINATES (ANGSTROEM)
C1 -0.10876 2.25768 0.00699  -1.35
C2 -0.18753 1.07104 0.97140  -0.18
C3 0.14910 -0.19690 0.26750  0.01
C4 0.58622 -0.43817 -0.98121  -0.18
N1 0.37954 -1.81649 -1.22579  -0.06
C5 -0.10754 -2.37698 -0.14788  -0.26
N2 -0.20820 -1.43686 0.78522  -0.05
H1 -0.96736 2.21496 -0.66251  0.34
H2 0.83347 2.25690 -0.53598  0.34
H3 -0.19527 3.20610 0.53013  0.37
H4 -1.17126 0.99584 1.43372  0.38
H5 0.51704 1.27084 1.77651  0.30
H6 0.93902 0.08580 -1.84797  0.41
H7 0.37938 -2.13292 -2.18401  0.28
H8 -0.28032 -3.41249 0.08875  0.39
H9 -0.55753 -1.54832 1.72511  0.24

# 6
A 2-piece molecular cluster, C5H9N2 overall in a non-equilibrium geometry, computed with ωB97M-V/def2-TZVPD.

Properties
Calculated total energy = -304.9021 Eh
Largest force on an atom = 7.04 eV/A
2S+1 = 3
Relative energy (zero: lowest compared OMol25 entry of this formula, charge and spin) = 77.2 kcal/mol
Total charge = +1
Frontier orbital gap (spin up / spin down) = 8.34 / 7.95 eV
LUMO level (spin up / spin down) = -3.124 / -7.506 eV

Last column: Mulliken spin population.
CARTESIAN COORDINATES (ANGSTROEM)
C1 -0.66019 0.94351 0.57658  0.29
C2 2.50682 -0.39162 -1.12852  0.00
C3 1.24891 -1.23354 -0.81039  -0.02
C4 0.65223 1.13142 -0.01117  0.20
C5 -2.68751 -0.15052 1.07627  0.04
N1 1.33004 0.21194 -0.50370  0.25
N2 -1.47133 0.04626 0.26357  1.06
H1 -0.96796 1.65585 1.33514  0.10
H2 3.46288 -0.42473 -0.59722  0.01
H3 2.38511 -0.17992 -2.20704  0.01
H4 0.68228 -1.53064 -1.65389  0.01
H5 0.95440 -1.97494 0.00663  0.01
H6 1.34869 2.47458 -0.09386  -0.01
H7 -2.56009 0.52241 1.92814  0.04
H8 -2.62077 -1.15885 1.32837  0.01
H9 -3.60351 0.05880 0.49109  0.01

# 7
C5H9N2O as an isolated structure in a non-equilibrium geometry, computed with ωB97M-V/def2-TZVPD.

Properties
Calculated total energy = -380.5088 Eh
Largest force on an atom = 3.61 eV/A
2S+1 = 1
Relative energy (zero: lowest compared OMol25 entry of this formula, charge and spin) = 50.9 kcal/mol
Total charge = -1
Frontier orbital gap = 6.29 eV
LUMO level = 4.000 eV

Last column: Mulliken charge in e.
CARTESIAN COORDINATES (ANGSTROEM)
C1 -0.23834 -0.02442 0.97180  -0.31
C2 -0.68197 0.78716 0.04700  0.25
C3 0.43389 0.90605 -1.07710  -0.24
C4 -2.15480 1.26779 -0.16036  -1.15
C5 1.32804 -1.71365 0.88483  -0.78
N1 1.04834 -0.36743 0.93908  -0.37
N2 1.64347 0.15985 -0.67125  -0.24
O1 1.86216 -0.91800 -1.38014  -0.64
H1 -0.79065 -0.44040 1.83130  0.36
H2 -0.15321 0.71536 -2.06218  0.25
H3 0.73348 1.90119 -1.14338  0.19
H4 -2.09677 2.22160 -0.74131  0.28
H5 -2.59644 1.56135 0.79525  0.35
H6 -2.71786 0.44710 -0.68578  0.20
H7 1.59356 -1.95658 -0.26228  0.26
H8 2.17335 -2.10635 1.40591  0.31
H9 0.61375 -2.44062 1.30859  0.28

# 8
A 2-piece molecular cluster, C5H9N2O2 overall in a non-equilibrium geometry, computed with ωB97M-V/def2-TZVPD.

Properties
Calculated total energy = -455.4932 Eh
Largest force on an atom = 3.87 eV/A
2S+1 = 1
Relative energy (zero: lowest compared OMol25 entry of this formula, charge and spin) = 146.5 kcal/mol
Total charge = +1
Frontier orbital gap = 6.73 eV
LUMO level = -5.764 eV

Last column: Mulliken charge in e.
CARTESIAN COORDINATES (ANGSTROEM)
C1 2.12930 -1.15667 0.73145  -0.42
C2 -3.32686 -1.22951 0.05632  0.17
C3 0.82849 -1.23125 0.57683  0.63
C4 3.05244 -0.35372 -0.08473  -0.89
C5 -2.20021 2.03519 -0.31400  -0.60
N1 -2.67732 -0.15980 0.15729  0.47
N2 -2.42048 0.92718 0.57778  -0.38
O1 -2.73344 -2.33880 -0.30138  -0.41
O2 -0.29044 -1.42070 0.42772  -0.49
H1 2.27976 -1.27704 1.84259  0.23
H2 -4.43166 -1.16832 -0.00782  0.36
H3 3.83173 0.08744 0.62266  0.27
H4 2.54474 0.53197 -0.50157  0.30
H5 3.76810 -0.76329 -0.90962  0.28
H6 -1.72081 1.71070 -1.28768  0.33
H7 -1.57990 2.76092 0.31028  0.26
H8 -3.16992 2.52108 -0.62094  0.36
H9 -1.70395 -2.10804 -0.33072  0.52

# 9
A 2-piece molecular cluster, C5H9N2O3 overall in a non-equilibrium geometry, computed with ωB97M-V/def2-TZVPD.

Properties
Calculated total energy = -531.0990 Eh
Largest force on an atom = 3.22 eV/A
2S+1 = 1
Relative energy (zero: lowest compared OMol25 entry of this formula, charge and spin) = 81.6 kcal/mol
Total charge = -1
Frontier orbital gap (spin up / spin down) = 7.22 / 7.34 eV
LUMO level (spin up / spin down) = 3.379 / 3.543 eV

Last column: Mulliken charge in e.
CARTESIAN COORDINATES (ANGSTROEM)
C1 -4.65278 -0.97091 -2.43950  0.62
C2 -3.29118 -1.23293 -1.27682  0.61
C3 0.27093 0.92957 1.51687  -1.05
C4 1.01172 0.71449 -0.72620  -1.41
C5 0.19021 0.00005 0.32618  0.20
N1 -2.40793 -1.96119 -1.78185  0.25
N2 -2.19565 -2.82809 -2.70053  -0.85
O1 -4.61620 -0.03013 -3.13856  -0.58
O2 -5.40055 -1.86294 -2.17900  -0.57
O3 -3.48477 -0.59864 -0.25796  -0.65
H1 1.40868 0.97218 1.70077  0.25
H2 -0.17947 0.47774 2.43288  0.29
H3 -0.08001 1.94133 1.34326  0.33
H4 1.16681 0.07741 -1.56354  0.37
H5 1.99238 1.06397 -0.49036  0.44
H6 0.50570 1.55911 -1.12805  0.37
H7 -0.71211 -0.27238 -0.23427  -0.04
H8 -2.70187 -3.64264 -2.52825  0.20
H9 0.67095 -0.89831 0.71530  0.21

# 10
A 2-piece molecular cluster, C5H9N2OS overall in a non-equilibrium geometry, computed with ωB97M-V/def2-TZVPD.

Properties
Calculated total energy = -778.5232 Eh
Largest force on an atom = 3.77 eV/A
2S+1 = 1
Relative energy (zero: lowest compared OMol25 entry of this formula, charge and spin) = 66.3 kcal/mol
Total charge = +1
Frontier orbital gap = 8.41 eV
LUMO level = -3.983 eV

Last column: Mulliken charge in e.
CARTESIAN COORDINATES (ANGSTROEM)
C1 2.07342 0.26766 1.53558  -0.38
C2 3.20929 -0.47146 1.26494  -0.17
C3 2.13344 0.36571 -0.69119  -0.06
C4 0.35509 1.65385 0.29598  -0.77
C5 -1.08394 -1.11420 -0.16244  -0.01
N1 1.49682 0.79266 0.41484  0.27
N2 -1.72101 -2.21728 -0.58726  -0.29
O1 -1.86550 -0.19670 0.25112  -0.38
S1 3.49762 -0.59562 -0.42108  0.04
H1 1.56078 0.38950 2.54099  0.36
H2 4.09182 -0.84007 1.98719  0.34
H3 1.71560 0.31556 -1.67900  0.36
H4 -0.70513 1.33465 0.70618  0.33
H5 0.61193 2.62067 0.68897  0.41
H6 0.39572 1.73676 -0.87446  0.26
H7 -1.16012 -2.91171 -1.04122  0.24
H8 -2.73844 -2.41382 -0.55256  0.16
H9 -2.81918 -0.45137 0.45013  0.28

# 11
A 2-piece molecular cluster, C5H9N3 overall in a non-equilibrium geometry, computed with ωB97M-V/def2-TZVPD.

Properties
Calculated total energy = -359.9602 Eh
Largest force on an atom = 4.94 eV/A
2S+1 = 1
Relative energy (zero: lowest compared OMol25 entry of this formula, charge and spin) = 148.8 kcal/mol
Frontier orbital gap = 9.43 eV
LUMO level = 0.512 eV

Last column: Mulliken charge in e.
CARTESIAN COORDINATES (ANGSTROEM)
C1 1.85413 0.74778 -1.66234  -0.64
C2 0.88985 0.26745 0.25500  0.39
C3 0.38449 -0.32393 1.53330  -0.64
C4 -1.03469 -0.71953 1.50724  -0.47
C5 -1.41476 -0.56131 -0.07225  0.27
H1 1.67608 2.04723 -1.52334  0.20
H2 0.50690 0.08740 -2.36828  0.24
H3 2.93358 0.46321 -2.12744  0.27
H4 0.98377 -1.16919 1.57021  0.25
H5 0.86104 0.13802 2.48277  0.39
H6 -1.51118 0.12743 2.03956  0.21
H7 -1.47159 -1.58008 1.95511  0.42
H8 -3.35468 -0.66644 -0.45273  0.24
H9 -0.68101 1.01559 -1.35393  0.46
N1 2.05335 0.43180 -0.23813  -0.57
N2 -2.41379 -0.57930 -0.93460  -0.69
N3 -0.26148 0.27388 -0.61014  -0.34

# 12
One molecule with the formula C5H9N3 in a non-equilibrium geometry, computed with ωB97M-V/def2-TZVPD.

Properties
Calculated total energy = -360.0069 Eh
SMILES = [H]/N=C(\N)C(=C)/C=C/N
Largest force on an atom = 3.60 eV/A
2S+1 = 1
Relative energy (zero: lowest compared OMol25 entry of this formula, charge and spin) = 119.5 kcal/mol
Frontier orbital gap (spin up / spin down) = 5.59 / 8.19 eV
LUMO level (spin up / spin down) = -0.695 / 0.504 eV

Last column: Mulliken charge in e.
CARTESIAN COORDINATES (ANGSTROEM)
H1 0.89311 -2.18511 -1.29957  0.21
N1 0.70745 -1.18236 -1.23247  -0.70
C1 0.10287 -0.86487 -0.14852  0.51
N2 -0.16687 -1.74793 0.88832  -0.50
C2 -0.99419 0.52849 -0.20343  0.40
C3 -2.27311 0.21752 -0.48672  -0.97
C4 -0.24970 1.51827 0.35486  -0.61
C5 1.07742 1.03310 0.62035  -0.40
N3 2.11275 1.32641 -0.22099  -0.39
H2 -0.86463 -1.42855 1.54627  0.27
H3 -0.32616 -2.71115 0.61747  0.23
H4 -3.08785 0.64491 0.08708  0.29
H5 -2.52274 -0.55781 -1.19971  0.32
H6 -0.55129 2.55953 0.42269  0.41
H7 1.41074 0.68070 1.59756  0.38
H8 2.90364 0.69420 -0.15836  0.27
H9 1.82854 1.47468 -1.18483  0.29

Q: Among the records above, which one has the highest calculated total energy?
A: number 6

Q: What is the formula in the ninth record?
A: C5H9N2O3

Please write out number 5 again, unchanged.
An isolated ion of composition C5H9N2 and charge +1 in a non-equilibrium geometry, computed with ωB97M-V/def2-TZVPD.

Properties
Calculated total energy = -305.2027 Eh
SMILES = CCc1c[nH]c[nH+]1
Largest force on an atom = 1.92 eV/A
2S+1 = 1
Relative energy (zero: lowest compared OMol25 entry of this formula, charge and spin) = 17.1 kcal/mol
Total charge = +1
Frontier orbital gap = 11.12 eV
LUMO level = -3.282 eV

Last column: Mulliken charge in e.
CARTESIAN COORDINATES (ANGSTROEM)
C1 -0.10876 2.25768 0.00699  -1.35
C2 -0.18753 1.07104 0.97140  -0.18
C3 0.14910 -0.19690 0.26750  0.01
C4 0.58622 -0.43817 -0.98121  -0.18
N1 0.37954 -1.81649 -1.22579  -0.06
C5 -0.10754 -2.37698 -0.14788  -0.26
N2 -0.20820 -1.43686 0.78522  -0.05
H1 -0.96736 2.21496 -0.66251  0.34
H2 0.83347 2.25690 -0.53598  0.34
H3 -0.19527 3.20610 0.53013  0.37
H4 -1.17126 0.99584 1.43372  0.38
H5 0.51704 1.27084 1.77651  0.30
H6 0.93902 0.08580 -1.84797  0.41
H7 0.37938 -2.13292 -2.18401  0.28
H8 -0.28032 -3.41249 0.08875  0.39
H9 -0.55753 -1.54832 1.72511  0.24